143
Properties=species:S:1:pos:R:3:forces:R:3 method="wB97M-V/def2-TZVPD" homo_ev="0.0433 / -2.5894" gap_ev="3.6 / 6.2" total_charge=-2 spin_multiplicity=2
Rb -0.371 -0.123 -0.166 -0.5 0.7 0.9
O -2.078 -1.618 1.525 0.0 0.0 0.0
C -3.038 -1.468 2.336 -0.1 0.1 0.0
C -4.203 -2.308 2.295 0.0 0.0 0.0
C -5.247 -2.175 3.175 -0.1 -0.1 0.0
C -5.252 -1.182 4.164 0.0 0.1 0.1
C -4.164 -0.338 4.224 -0.1 0.0 0.0
C -3.061 -0.466 3.371 0.1 0.0 0.0
C -2.012 0.514 3.526 0.1 0.0 0.0
N -0.816 0.436 3.066 0.0 0.1 0.0
N -0.146 1.654 3.244 -0.1 -0.1 -0.1
C 1.004 1.672 2.679 0.2 0.1 0.0
O 1.636 0.639 2.125 -0.1 -0.5 -0.1
C 1.712 2.980 2.579 0.0 0.0 0.1
C 2.862 3.105 1.810 0.0 0.0 0.0
C 3.499 4.331 1.679 0.0 0.0 0.0
C 2.997 5.442 2.337 0.0 0.0 0.0
C 1.852 5.322 3.117 0.0 0.0 0.0
C 1.207 4.104 3.232 0.0 0.0 0.0
H -4.232 -3.079 1.537 0.0 0.0 0.0
H -6.093 -2.851 3.092 0.0 0.0 0.0
H -6.088 -1.070 4.841 0.0 0.0 0.0
H -4.142 0.463 4.959 0.0 0.0 0.0
H -2.284 1.431 4.063 0.0 0.0 0.0
H 3.242 2.240 1.291 0.0 0.0 0.0
H 4.374 4.410 1.046 0.0 0.0 0.0
H 3.486 6.403 2.234 0.0 0.0 0.0
H 1.452 6.190 3.627 0.0 0.0 0.0
H 0.301 4.004 3.813 0.0 0.0 0.0
S -6.185 1.526 -1.418 0.0 0.0 0.0
C -7.741 2.028 -1.955 -0.1 0.0 0.0
C -7.674 3.200 -2.644 0.0 -0.1 0.0
C -6.355 3.706 -2.745 0.0 0.0 0.0
C -5.412 2.913 -2.121 0.1 0.0 0.0
C -3.989 3.117 -2.033 -0.1 0.0 0.0
C -3.155 2.240 -1.314 0.0 -0.1 0.0
N -1.852 2.323 -1.209 -0.1 -0.2 -0.1
C -1.218 3.355 -1.865 0.0 0.0 0.1
C -1.971 4.329 -2.590 0.1 0.0 0.0
C -1.252 5.405 -3.230 0.0 0.0 0.0
C 0.092 5.479 -3.187 0.0 0.0 0.0
C 0.874 4.484 -2.506 -0.1 0.0 0.0
C 2.259 4.481 -2.526 0.0 0.0 0.0
C 2.961 3.442 -1.918 -0.1 0.0 0.0
C 2.191 2.469 -1.248 0.0 0.0 0.1
N 0.890 2.464 -1.155 -0.1 -0.1 -0.1
C 0.188 3.431 -1.826 0.0 0.1 0.0
C 4.405 3.300 -1.929 0.0 -0.1 0.0
C 5.133 2.139 -1.833 0.0 0.1 -0.1
C 6.533 2.364 -1.849 0.0 0.1 0.0
C 6.864 3.680 -1.963 0.0 0.0 0.0
S 5.459 4.668 -2.031 0.0 0.0 0.0
C -3.341 4.204 -2.668 0.0 0.0 0.0
H -8.611 1.435 -1.729 0.0 0.0 0.0
H -8.539 3.691 -3.068 0.0 0.0 0.0
H -6.106 4.626 -3.252 0.0 0.0 0.0
H -3.607 1.403 -0.779 0.0 0.0 0.0
H -1.829 6.154 -3.762 0.0 0.0 0.0
H 0.616 6.288 -3.686 0.0 0.0 0.0
H 2.781 5.268 -3.062 0.0 0.0 0.0
H 2.699 1.650 -0.755 0.0 0.0 0.0
H 4.668 1.163 -1.823 -0.1 0.0 0.0
H 7.264 1.569 -1.797 0.0 0.0 0.0
H 7.845 4.120 -2.015 0.0 0.0 0.0
H -3.906 4.937 -3.232 0.0 0.0 0.0
C 1.613 -4.016 4.140 0.0 -0.1 -0.1
Si 0.507 -3.123 2.875 -0.1 0.1 -0.1
C -1.191 -3.510 3.559 0.2 0.0 0.1
C 0.784 -3.917 1.194 0.0 0.0 0.1
Ge 1.743 -1.059 2.995 0.4 0.2 0.1
Si 2.114 -0.350 5.278 -0.1 0.0 -0.1
C 3.064 -1.626 6.302 0.0 0.0 0.0
C 0.491 -0.032 6.174 0.1 0.0 0.0
C 3.194 1.197 5.335 0.0 -0.1 0.1
Si 3.955 -1.555 2.077 -0.1 0.1 0.1
C 3.973 -1.980 0.263 0.0 0.0 0.0
C 4.832 -2.991 2.953 0.0 0.1 0.0
C 5.048 -0.051 2.383 0.0 -0.1 0.0
H 1.536 -5.090 3.949 0.0 -0.1 0.0
H 1.225 -3.838 5.145 0.0 0.0 0.0
H 2.665 -3.752 4.133 0.1 0.0 0.0
H -1.090 -4.478 4.061 0.0 0.0 0.0
H -1.929 -3.586 2.769 0.0 0.0 0.0
H -1.551 -2.784 4.287 0.0 0.1 0.0
H 0.120 -4.778 1.077 0.0 0.0 0.0
H 1.815 -4.277 1.130 0.0 0.0 0.0
H 0.627 -3.251 0.346 -0.1 0.1 0.0
H 2.546 -2.577 6.417 0.0 0.0 0.0
H 3.209 -1.197 7.298 0.0 0.0 0.0
H 4.052 -1.825 5.883 0.0 0.0 0.0
H -0.176 -0.893 6.113 0.0 -0.1 0.0
H -0.032 0.819 5.740 0.0 0.1 0.0
H 0.691 0.176 7.229 0.0 0.0 0.0
H 4.247 0.913 5.302 0.1 0.0 0.0
H 3.019 1.719 6.280 0.0 0.0 0.0
H 3.018 1.904 4.530 -0.1 0.0 -0.1
H 3.360 -2.849 0.023 0.0 0.0 0.0
H 5.012 -2.206 -0.007 0.0 0.0 -0.1
H 3.614 -1.180 -0.385 0.0 0.1 -0.1
H 4.402 -3.956 2.687 -0.1 -0.1 0.0
H 4.842 -2.907 4.041 0.0 0.0 0.0
H 5.871 -2.993 2.609 0.0 0.0 0.0
H 4.552 0.878 2.118 0.0 0.1 0.0
H 5.956 -0.135 1.778 0.0 0.0 0.0
H 5.346 0.019 3.430 0.0 0.0 0.1
C -5.051 -2.808 -2.364 0.0 0.0 0.0
As -3.581 -2.046 -1.295 0.0 0.0 0.0
C -2.776 -3.762 -0.795 -0.1 0.0 0.0
C -2.350 -1.597 -2.797 -0.1 0.2 0.0
C -2.123 -2.672 -3.797 -0.1 0.0 0.0
C -2.920 -2.776 -4.937 0.0 0.0 0.0
C -2.721 -3.789 -5.860 0.0 0.0 -0.1
C -1.721 -4.730 -5.655 0.0 0.0 0.0
C -0.923 -4.638 -4.522 0.1 0.0 0.0
C -1.114 -3.615 -3.606 0.1 0.0 0.0
H -4.705 -3.577 -3.055 0.0 0.0 0.0
H -5.548 -2.014 -2.922 0.0 0.0 0.0
H -5.775 -3.241 -1.670 0.0 0.0 0.0
H -2.664 -4.416 -1.660 0.0 0.0 0.0
H -3.420 -4.240 -0.057 0.0 0.0 0.0
H -1.812 -3.578 -0.328 0.0 0.0 0.0
H -1.401 -1.295 -2.350 -0.1 -0.1 -0.1
H -2.791 -0.713 -3.265 0.1 0.0 0.0
H -3.696 -2.037 -5.103 0.0 0.0 0.0
H -3.345 -3.841 -6.744 0.0 0.0 0.0
H -1.564 -5.527 -6.373 0.0 0.0 0.0
H -0.134 -5.362 -4.352 0.0 0.0 0.0
H -0.453 -3.506 -2.755 0.0 0.0 0.0
O 1.789 -2.680 -4.708 0.0 0.0 0.0
C 1.005 -1.567 -4.887 0.0 0.1 0.1
C 0.338 -1.344 -6.083 0.0 0.0 0.0
C -0.446 -0.210 -6.240 0.0 0.0 -0.1
C -0.539 0.714 -5.211 0.0 0.0 0.0
C 0.145 0.486 -4.024 0.0 0.0 0.0
C 0.903 -0.661 -3.835 0.0 -0.1 -0.1
C 1.549 -0.915 -2.477 0.2 0.0 -0.2
O 2.587 -0.282 -2.229 0.2 0.0 0.1
O 0.918 -1.689 -1.708 0.3 -0.5 -0.4
H 1.521 -3.336 -5.357 0.0 0.0 0.0
H 0.414 -2.074 -6.883 0.0 0.0 0.0
H -0.980 -0.053 -7.169 0.0 0.0 0.0
H -1.143 1.606 -5.319 0.0 0.0 0.0
H 0.069 1.205 -3.217 0.0 0.0 0.0